Entry from OMol25: a molecular structure, C20H24BGeN7O3RuS in a non-equilibrium geometry (ωB97M-V/def2-TZVPD).

- frontier orbital gap (spin up / spin down) (Ha) = 0.281 / 0.284
- spin multiplicity = 5
- HOMO (spin up / spin down) (eV) = -7.337 / -8.886
- DFT total energy (hartree) = -3980.36392

Geometry (Å):
Ru  0.14  -0.57  -0.09
C  0.05  -4.90  0.01
C  -0.57  -3.66  0.12
N  0.30  -2.69  -0.15
N  1.48  -3.27  -0.43
C  1.36  -4.60  -0.33
B  2.77  -2.44  -0.63
N  3.00  -1.65  0.67
C  4.16  -1.41  1.32
C  3.89  -0.56  2.37
C  2.52  -0.32  2.29
N  2.00  -0.99  1.27
N  2.52  -1.43  -1.77
C  3.28  -1.17  -2.85
C  2.68  -0.15  -3.57
C  1.54  0.17  -2.84
N  1.46  -0.62  -1.76
H  -0.39  -5.87  0.17
H  -1.59  -3.42  0.38
H  2.20  -5.26  -0.50
H  3.69  -3.15  -0.88
H  5.07  -1.87  0.99
H  4.59  -0.18  3.10
H  1.90  0.31  2.92
H  4.19  -1.72  -3.03
H  3.02  0.29  -4.49
H  0.78  0.91  -3.04
O  -1.87  2.03  -2.61
S  -1.77  2.25  -1.19
O  -2.96  2.09  -0.41
N  -0.51  1.39  -0.57
C  0.46  2.18  -0.08
O  1.47  1.70  0.43
C  0.16  3.63  -0.20
C  0.92  4.70  0.24
C  0.44  5.98  0.00
C  -0.76  6.18  -0.67
C  -1.53  5.10  -1.10
C  -1.05  3.84  -0.84
H  1.86  4.52  0.75
H  1.02  6.84  0.32
H  -1.11  7.19  -0.85
H  -2.48  5.24  -1.60
C  -3.50  -2.54  1.99
Ge  -2.87  -0.81  1.19
C  -3.17  -1.06  -0.75
C  -3.97  0.47  2.22
C  -0.97  -0.57  1.57
H  -4.56  -2.41  2.23
H  -2.97  -2.77  2.91
H  -3.41  -3.39  1.32
H  -4.11  -0.59  -1.05
H  -3.22  -2.12  -0.99
H  -2.38  -0.61  -1.35
H  -5.02  0.27  2.02
H  -3.75  1.50  1.95
H  -3.76  0.31  3.28
H  -0.69  -0.30  2.58